No. 1
Formula: C8H8IN2
Source: OMol25
Level of theory: the ωB97M-V functional and the def2-TZVPD basis

Structure (XYZ):
```
19
Properties=species:S:1:pos:R:3:nbo_charge:R:1
I 4.5958 0.0737 -0.0067 0.469
N 2.6618 -0.5412 -0.0974 -0.768
C 1.4979 0.2193 0.1117 0.530
N 1.4074 1.5168 0.1339 -0.503
C 0.0414 1.9953 -0.0625 -0.254
C -0.7644 0.7058 -0.0709 0.042
C -2.0835 0.3958 0.0044 -0.201
C -2.4885 -0.9433 -0.1208 -0.130
C -1.5531 -1.9470 -0.1122 -0.212
C -0.2190 -1.7056 0.1135 -0.124
C 0.1965 -0.3821 0.1386 -0.165
H 2.4079 -1.5522 -0.0471 0.426
H 2.1747 2.1774 0.1471 0.443
H -0.0235 2.6825 -0.9031 0.252
H -0.3651 2.5639 0.7676 0.247
H -2.7867 1.2558 -0.0420 0.240
H -3.5118 -1.2471 -0.1931 0.245
H -1.9340 -2.9710 -0.1554 0.245
H 0.7462 -2.2968 0.3944 0.217
```

Orbital gap   8.817 eV
Energy above the lowest of the compared OMol25 structures with the same formula, charge and spin   0.0 kcal per mole
F_max   3.96 eV/A
LUMO   -4.3 eV
Charge   +1
Spin multiplicity   1

=====

No. 2
Formula: C7H14N3
Source: OMol25
Level of theory: the ωB97M-V functional and the def2-TZVPD basis

Structure (XYZ):
```
24
Properties=species:S:1:pos:R:3:nbo_charge:R:1
C -3.0990 1.1487 -0.6731 -0.666
C -1.8635 0.4556 -0.1759 0.428
N -0.7354 0.9991 -0.2891 -0.419
C 0.2672 -0.1602 0.1233 0.524
C 1.7604 0.0526 -0.0037 -0.292
C 1.9900 1.3334 0.8481 -0.600
C 2.0578 0.4388 -1.5144 -0.584
N -0.5043 -1.1758 0.4483 -0.140
C -0.1215 -2.4013 1.1387 -0.415
N -1.8291 -0.8844 0.2701 -0.382
H -2.8990 1.6540 -1.5811 0.264
H -3.8958 0.4831 -0.9347 0.242
H -3.5202 1.8252 -0.0169 0.257
H 2.3794 -0.6979 0.2890 0.237
H 2.9115 1.7157 0.5373 0.228
H 2.0682 1.1503 1.9483 0.225
H 1.1440 2.0954 0.6338 0.244
H 2.2094 -0.4459 -2.1652 0.226
H 3.0183 0.7773 -1.5198 0.226
H 1.2608 1.1230 -1.8123 0.238
H 0.0326 -2.1855 2.1236 0.236
H -0.8621 -3.1700 0.7965 0.245
H 0.7128 -2.7555 0.6545 0.242
H -2.4825 -1.3755 0.8747 0.438
```

Orbital gap   11.345 eV
Energy above the lowest of the compared OMol25 structures with the same formula, charge and spin   64.2 kcal per mole
F_max   5.86 eV/A
LUMO   -3.4 eV
Charge   +1
Spin multiplicity   1

=====

No. 3
Formula: C39H32GeHgN3OS2
Source: OMol25
Level of theory: the ωB97M-V functional and the def2-TZVPD basis

Structure (XYZ):
```
79
Properties=species:S:1:pos:R:3:lowdin_charge:R:1
Hg 0.4946 -1.7285 -2.6439 0.494
N 4.4927 -2.1273 0.4094 0.178
C 5.2162 -1.8623 -0.7356 -0.201
C 6.5734 -1.6637 -0.9684 -0.020
C 6.9420 -1.3899 -2.2711 -0.086
C 5.9943 -1.3236 -3.3063 -0.084
C 4.6505 -1.5245 -3.0657 -0.026
C 4.2593 -1.7907 -1.7542 -0.253
N 2.9920 -1.9832 -1.2288 0.106
C 3.1722 -2.1658 0.0491 -0.290
C 2.1154 -2.3803 1.0381 -0.320
C 2.3194 -2.7742 2.3276 -0.349
S 0.8351 -2.8412 3.1594 1.046
C 0.0336 -2.3812 1.7160 -0.469
N 0.8009 -2.1671 0.6955 0.054
H 4.8486 -2.1284 1.3484 0.154
H 7.3074 -1.7218 -0.1752 0.111
H 7.9864 -1.2285 -2.5025 0.104
H 6.3322 -1.1143 -4.3124 0.103
H 3.9169 -1.4748 -3.8601 0.104
H 3.2443 -3.0255 2.8203 0.079
H -1.0415 -2.2711 1.6931 0.054
O -1.7946 0.2152 -0.0697 -0.553
S -2.5907 -0.6685 -1.0870 1.000
C -4.2219 0.0338 -1.0799 -0.394
C -5.1047 -0.4636 -2.0305 -0.067
C -6.3887 0.0526 -2.0796 -0.053
C -6.7654 1.0633 -1.2029 -0.052
C -5.8623 1.5632 -0.2758 -0.045
C -4.5748 1.0485 -0.2062 -0.064
C -2.8528 -2.1526 -0.1629 -0.398
C -3.5800 -2.1341 1.0246 -0.066
C -3.7092 -3.3092 1.7408 -0.055
C -3.1276 -4.4828 1.2646 -0.049
C -2.4179 -4.4884 0.0747 -0.050
C -2.2719 -3.3135 -0.6509 -0.100
H -4.7958 -1.2407 -2.7203 0.122
H -7.0911 -0.3254 -2.8097 0.116
H -7.7664 1.4701 -1.2517 0.115
H -6.1548 2.3594 0.3954 0.117
H -3.8589 1.4417 0.5034 0.089
H -4.0415 -1.2196 1.3748 0.120
H -4.2709 -3.3182 2.6651 0.116
H -3.2367 -5.3994 1.8293 0.117
H -1.9699 -5.4023 -0.2907 0.119
H -1.7037 -3.2935 -1.5722 0.037
C -1.4497 2.0607 -2.4261 -0.185
Ge -0.7930 1.7495 -0.6284 0.939
C -1.4768 3.0216 0.6581 -0.274
C -2.0313 2.6393 1.8789 -0.134
C -2.5066 3.5935 2.7661 -0.071
C -2.4296 4.9416 2.4425 -0.070
C -1.8817 5.3333 1.2303 -0.070
C -1.4106 4.3772 0.3410 -0.095
C 1.0986 1.3909 -0.5947 -0.230
C 1.7686 1.5666 -1.7809 -0.132
C 3.1768 1.5305 -1.8406 -0.061
C 3.8979 1.3275 -0.7021 -0.017
C 3.2493 1.1379 0.5439 -0.164
C 3.9922 0.9379 1.7349 -0.038
C 3.3614 0.7510 2.9302 -0.072
C 1.9498 0.7467 2.9894 -0.073
C 1.2119 0.9414 1.8581 -0.045
C 1.8346 1.1562 0.6037 -0.173
H -0.9993 2.9662 -2.8337 0.041
H -2.5310 2.2008 -2.4059 0.032
H -1.1976 1.2296 -3.0868 0.014
H -2.1010 1.5892 2.1426 0.095
H -2.9336 3.2865 3.7122 0.108
H -2.7975 5.6861 3.1360 0.109
H -1.8218 6.3830 0.9750 0.110
H -0.9871 4.7014 -0.6038 0.105
H 1.2204 1.7496 -2.6978 0.088
H 3.6769 1.6640 -2.7904 0.113
H 4.9812 1.2989 -0.7364 0.123
H 5.0748 0.9469 1.6746 0.118
H 3.9361 0.6129 3.8372 0.108
H 1.4539 0.5907 3.9390 0.109
H 0.1303 0.9227 1.9181 0.084
```

Orbital gap   7.466 eV
Energy above the lowest of the compared OMol25 structures with the same formula, charge and spin   5.5 kcal per mole
F_max   0.17 eV/A
LUMO   -2.8 eV
Charge   +1
Spin multiplicity   1

=====

No. 4
Formula: C16H43F6N4O11S2
Source: OMol25
Level of theory: the ωB97M-V functional and the def2-TZVPD basis

Structure (XYZ):
```
82
Properties=species:S:1:pos:R:3:lowdin_charge:R:1
N 0.4515 -0.5966 -0.1702 0.296
H 1.1413 -0.7198 0.5572 0.045
H 0.3207 0.3821 -0.3825 0.063
H -0.4402 -0.9391 0.1581 0.066
H 0.7266 -1.0849 -1.0104 0.072
C -0.7843 4.4498 -0.0719 -0.597
F -0.6921 5.7356 0.3881 0.093
F -2.0984 4.1344 0.0196 0.102
F -0.3600 4.3755 -1.3231 0.131
S 0.2327 3.1913 1.0079 0.561
O 1.6469 3.4824 0.9400 -0.310
O -0.3186 3.2628 2.3794 -0.350
O -0.0889 1.8960 0.3189 -0.373
C 1.7259 2.2228 -3.9346 -0.628
F 0.8261 2.2088 -2.9337 0.105
F 1.0922 2.5511 -5.0697 0.100
F 2.6881 3.0930 -3.6936 0.143
S 2.5193 0.4494 -4.2674 0.568
O 2.6891 0.3581 -5.7293 -0.357
O 3.8070 0.4466 -3.5351 -0.356
O 1.4540 -0.5037 -3.8004 -0.404
C 1.8764 -3.7006 -1.9823 -0.185
C 0.8092 -3.9307 -0.8894 -0.221
O 1.3056 -3.5783 0.4140 -0.083
O 2.0978 -2.2736 -2.0019 -0.102
H 1.6234 -4.0706 -2.9759 0.125
H 2.7481 -4.2388 -1.6100 0.110
H 0.3962 -4.9394 -0.8935 0.113
H -0.0728 -3.3346 -1.1237 0.088
H 0.7562 -3.9171 1.1247 0.088
H 2.4282 -2.0468 -2.8742 0.054
C -1.6196 0.2762 4.6308 -0.083
C -1.5073 0.2854 3.1269 -0.408
C -2.0604 -1.0749 2.5356 -0.171
O -1.8169 -1.1706 1.1561 -0.245
C -2.6034 -2.1495 0.4722 -0.077
N -2.2968 1.4037 2.6003 0.053
H -2.6234 0.3057 5.0545 0.077
H -1.0345 1.1264 4.9815 0.065
H -1.1889 -0.6006 5.1144 0.066
H -0.4645 0.4912 2.8852 0.114
H -3.1277 -1.1720 2.7346 0.123
H -1.5647 -1.9186 3.0156 0.115
H -3.6504 -1.9748 0.7198 0.091
H -2.3660 -3.1858 0.7128 0.084
H -2.4289 -1.9695 -0.5886 0.058
H -1.6267 2.1559 2.5272 -0.008
H -2.5544 1.2089 1.6434 0.062
C -3.7092 -0.6768 -2.9763 -0.065
C -2.3526 -0.4160 -3.6826 -0.368
C -1.9386 1.0729 -3.7300 -0.215
O -2.8608 1.8509 -4.4685 -0.171
C -2.4033 3.2072 -4.6179 -0.088
N -1.3086 -1.2349 -2.9309 0.057
H -3.6379 -0.1957 -2.0009 0.068
H -3.8692 -1.7262 -2.7289 0.061
H -4.5090 -0.2039 -3.5462 0.072
H -2.4365 -0.6673 -4.7400 0.126
H -0.9334 1.1382 -4.1465 0.100
H -1.8768 1.3825 -2.6867 0.126
H -1.5531 3.2069 -5.3000 0.078
H -2.0369 3.7831 -3.7681 0.079
H -3.2594 3.7527 -5.0147 0.082
H -0.3578 -1.0538 -3.2197 0.015
H -1.5303 -2.2082 -3.0844 0.060
C 3.5139 -1.8604 3.7516 -0.057
C 2.5069 -0.8405 3.2050 -0.375
C 2.9336 0.7429 3.2777 -0.102
O 3.0103 1.2451 4.6378 -0.180
C 1.7999 1.1183 5.2965 -0.150
N 2.2720 -1.1434 1.8098 0.015
H 4.4036 -1.8159 3.1233 0.081
H 3.1530 -2.8807 3.8819 0.072
H 3.7366 -1.5778 4.7805 0.071
H 1.5477 -0.9868 3.7016 0.111
H 2.2781 1.4003 2.7065 0.100
H 3.8659 0.9061 2.7369 0.123
H 1.8281 1.7278 6.1997 0.092
H 1.4202 0.1417 5.5966 0.079
H 1.1039 1.6484 4.6463 0.077
H 3.1127 -1.1060 1.2514 0.104
H 2.1143 -2.1327 1.6815 0.053
```

Orbital gap   8.389 eV
F_max   2.59 eV/A
LUMO   1.8 eV
Charge   -1
Spin multiplicity   1

=====

No. 5
Formula: C2H4F2
Source: OMol25
Level of theory: the ωB97M-V functional and the def2-TZVPD basis

Structure (XYZ):
```
8
Properties=species:S:1:pos:R:3:nbo_charge:R:1
C 0.3624 -0.7084 0.1776 -0.677
C -0.4021 0.6096 -0.1692 0.574
F 0.2465 1.2571 -1.1860 -0.348
F -0.5017 1.4753 0.9042 -0.351
H 1.2269 -0.4168 0.7881 0.227
H 0.7457 -1.1749 -0.7580 0.232
H -0.2661 -1.3887 0.7360 0.222
H -1.4114 0.3467 -0.4927 0.123
```

Orbital gap   13.058 eV
Energy above the lowest of the compared OMol25 structures with the same formula, charge and spin   0.0 kcal per mole
F_max   1.70 eV/A
LUMO   1.1 eV
Charge   0
Spin multiplicity   1

=====

No. 6
Formula: C6H16N6OS
Source: OMol25
Level of theory: the ωB97M-V functional and the def2-TZVPD basis

Structure (XYZ):
```
30
Properties=species:S:1:pos:R:3:nbo_charge:R:1
C 1.6937 -0.9500 -0.4276 0.777
C 0.3782 1.9749 0.5019 -0.486
C -0.6893 1.6681 -1.8590 -0.475
C 0.3025 0.4866 0.7874 0.201
C -0.5087 -0.3200 -0.2291 0.138
C -2.9284 -0.3785 0.3791 -0.440
N 1.6332 -0.1247 0.6225 -0.301
N 0.5144 -1.1168 -1.0068 -0.254
N -0.2413 0.2613 2.1313 -0.830
N 0.2353 -1.8104 -2.1693 -0.654
N 2.8951 0.2926 1.2697 -0.610
N -1.6978 -1.0955 -0.0240 -0.556
O 2.8133 -1.5706 -0.7210 -0.597
S 0.7675 2.1721 -1.3650 0.516
H -0.5227 2.4697 0.5984 0.257
H 1.2712 2.4546 0.8738 0.244
H -0.6541 1.3901 -2.9940 0.262
H -1.6326 1.8982 -1.5477 0.220
H -3.4504 0.2714 -0.3327 0.250
H -3.7291 -1.1285 0.7285 0.258
H -2.7627 0.1877 1.2262 0.244
H -0.1390 1.0733 2.7192 0.400
H 0.0032 -0.5464 2.5316 0.382
H 0.9348 -2.5114 -2.3897 0.419
H 0.0241 -1.1312 -3.0118 0.397
H 3.5134 -1.4019 0.0731 0.560
H 2.9378 -0.2281 2.0966 0.378
H 2.6933 1.3079 1.5896 0.391
H -1.9713 -1.8073 -0.7748 0.484
H -1.6838 -1.7871 0.7235 0.424
```

Orbital gap (alpha / beta)   7.455 / 7.452 eV
Energy above the lowest of the compared OMol25 structures with the same formula, charge and spin   113.4 kcal per mole
F_max   5.50 eV/A
LUMO (alpha / beta)   -7.9 / -7.9 eV
Charge   +2
Spin multiplicity   1

=====

No. 7
Formula: C17H27As2MnN3O6S2
Source: OMol25
Level of theory: the ωB97M-V functional and the def2-TZVPD basis

Structure (XYZ):
```
58
Properties=species:S:1:pos:R:3:mulliken_spin:R:1
Mn 0.1357 0.2985 0.4506 4.087
O -1.2777 -1.3793 3.6975 0.002
As 0.4735 -0.9370 3.5146 -0.019
O 0.9909 -0.6137 5.0258 -0.001
O 0.2821 0.3052 2.3962 -0.017
C 0.8752 -2.6958 2.7619 0.004
C 0.1071 -3.7808 3.1763 -0.001
C 0.3294 -5.0372 2.6308 0.000
C 1.3034 -5.2201 1.6641 0.000
C 2.0782 -4.1469 1.2441 0.003
C 1.8668 -2.8965 1.8014 0.001
S 2.8217 -1.4944 1.2617 0.019
O 4.0329 -1.9911 0.6586 0.002
O 2.9696 -0.7337 2.4903 0.001
O 1.9114 -0.8455 0.2935 0.008
H -1.7235 -0.5299 3.8234 0.000
H -0.6690 -3.6236 3.9110 0.000
H -0.2744 -5.8774 2.9537 0.000
H 1.4593 -6.2017 1.2313 0.000
H 2.8508 -4.2617 0.4943 0.000
N -1.6983 -2.2705 -0.2550 -0.002
N -1.6179 -1.1455 0.6609 0.091
H -0.8917 -2.8470 -0.0238 0.005
H -1.4438 -1.8532 -1.1513 0.004
H -1.7080 -1.4903 1.6139 -0.003
H -2.4276 -0.5488 0.5114 -0.014
C -1.0552 4.3403 0.1649 0.004
As -0.5330 2.6765 1.0365 -0.009
C 1.3550 2.8488 0.1420 0.316
C 0.1337 3.3038 2.7542 -0.001
S -2.6269 1.9681 1.5554 0.327
H -0.2130 5.0331 0.1312 -0.001
H -1.8921 4.7469 0.7247 -0.001
H -1.3794 4.1051 -0.8488 0.001
H 1.8232 3.7350 0.5803 -0.010
H 1.1747 2.9545 -0.9245 0.018
H 1.9651 1.9642 0.3261 -0.083
H 0.2894 4.3817 2.7000 -0.002
H 1.0703 2.7972 2.9758 0.003
H -0.5956 3.0621 3.5194 -0.004
C 2.0497 0.3969 -3.0794 0.021
C 0.6378 0.6168 -3.5527 0.050
C 0.3649 0.7921 -4.9005 -0.034
C -0.9243 1.0222 -5.3776 0.073
C -1.9612 1.0714 -4.4461 -0.035
C -1.7427 0.8994 -3.0884 0.037
C -2.8892 0.9405 -2.1181 0.025
C -0.4152 0.6600 -2.5735 -0.003
N -0.1728 0.4835 -1.2775 0.122
H 2.6433 -0.1223 -3.8389 0.002
H 2.0601 -0.1814 -2.1568 0.003
H 2.5505 1.3487 -2.8593 0.001
H 1.1928 0.7482 -5.6069 -0.002
H -1.1132 1.1585 -6.4371 0.009
H -2.9783 1.2529 -4.7904 -0.002
H -3.7802 1.3750 -2.5823 0.002
H -2.6405 1.5052 -1.2202 0.003
H -3.1540 -0.0669 -1.7688 0.001
```

Orbital gap (alpha / beta)   5.055 / 5.285 eV
<S²>   8.820
Energy above the lowest of the compared OMol25 structures with the same formula, charge and spin   42.6 kcal per mole
F_max   1.28 eV/A
LUMO (alpha / beta)   4.7 / 4.4 eV
Charge   -2
Spin multiplicity   6

=====

Q: The highest charge belongs to which entry?
A: C6H16N6OS

=====

Q: Number 3 is which compound?
A: C39H32GeHgN3OS2